Entry 1:
ORCA calculation (ωB97M-V/def2-TZVPD) on a cluster of 6 separate species, C36H108N18O6P6 in total in a non-equilibrium geometry.

The energy relative to the best compared isomer or geometry (same formula, charge and spin) comes out at 1.332 eV. Its SMILES is CN(C)P(=O)(N(C)C)N(C)C.CN(C)P(=O)(N(C)C)N(C)C.CN(C)P(=O)(N(C)C)N(C)C.CN(C)P(=O)(N(C)C)N(C)C.CN(C)P(=O)(N(C)C)N(C)C.CN(C)P(=O)(N(C)C)N(C)C. The electronic energy is -133930.2337 eV. Its net charge is 0. As for the HOMO energy: -8.03 eV.

Each line ends with the Mulliken charge.
CARTESIAN COORDINATES (ANGSTROEM)
P  1.475  -6.005  0.794  -0.193
P  2.017  -0.422  -7.475  0.306
P  0.283  8.569  2.006  0.526
P  -0.700  0.928  -0.671  -0.064
P  -5.085  -4.024  -2.214  -0.096
P  1.199  1.715  5.881  0.593
O  -1.802  0.802  -1.649  -0.854
O  0.251  9.758  2.872  -0.886
O  1.060  -4.698  0.253  -0.230
O  2.028  1.663  4.670  -0.930
O  -6.448  -4.440  -2.570  -0.829
O  2.574  -1.069  -8.673  -0.882
N  0.095  2.391  -0.782  0.442
N  0.438  7.141  2.839  0.278
N  1.472  2.998  6.900  0.437
N  2.476  1.187  -7.357  0.288
N  0.333  -0.346  -7.510  0.265
N  1.520  8.564  0.877  0.347
N  -1.187  0.699  0.904  0.448
N  -5.069  -2.399  -1.846  0.396
N  1.232  -7.255  -0.278  0.360
N  -0.485  1.638  5.635  0.410
N  -4.474  -4.848  -0.887  0.626
N  -1.060  8.406  1.032  0.409
N  -3.948  -4.184  -3.398  0.483
N  2.356  -1.138  -6.011  0.659
N  0.603  -0.121  -0.866  0.622
N  3.016  -6.198  1.352  0.206
N  0.567  -6.439  2.147  0.414
N  1.359  0.376  6.878  0.261
C  4.072  -5.296  0.899  -0.968
C  3.709  -1.251  -5.484  -1.225
C  -0.047  -5.356  2.898  -1.037
C  0.268  6.992  4.266  -0.979
C  1.340  2.634  -0.034  -0.975
C  -1.122  7.536  -0.130  -1.348
C  1.397  9.564  -0.188  -1.110
C  0.922  3.249  8.213  -1.369
C  1.486  -2.257  -5.627  -1.428
C  -0.086  -7.697  2.482  -1.203
C  -5.105  -6.087  -0.512  -1.213
C  2.117  -7.462  -1.442  -1.042
C  3.450  -7.490  1.871  -0.969
C  -4.433  -4.441  -4.744  -1.097
C  3.190  1.831  -8.453  -1.154
C  -0.160  0.392  1.932  -0.375
C  0.434  -1.544  -0.572  -1.233
C  2.868  8.237  1.292  -1.124
C  -0.885  2.697  4.709  -1.188
C  0.734  5.882  2.188  -1.329
C  1.307  0.057  -2.129  -1.961
C  1.061  -0.922  6.281  -1.062
C  -1.400  1.527  6.763  -1.010
C  -6.226  -1.866  -1.144  -1.091
C  -2.465  0.060  1.212  -1.115
C  -0.237  0.026  -8.802  -1.047
C  -2.500  -4.210  -3.289  -0.688
C  -0.081  -7.896  -0.444  -1.017
C  2.222  4.109  6.315  -0.958
C  -0.264  3.268  -1.877  -1.047
C  2.496  0.330  7.797  -1.104
C  -3.895  -1.518  -1.885  -0.602
C  -3.470  -4.351  0.024  -0.390
C  2.550  1.860  -6.065  -0.831
C  -0.396  0.119  -6.355  -0.814
C  -2.356  8.812  1.529  -1.112
H  3.288  7.549  0.550  0.338
H  -0.563  -1.757  -0.191  0.213
H  1.548  1.671  0.420  0.563
H  1.173  -1.881  0.164  0.178
H  -0.021  -0.668  -9.607  0.245
H  -4.580  -5.515  -4.902  0.323
H  2.111  -0.683  -2.181  0.608
H  -3.020  -1.961  -1.420  -0.059
H  -0.228  -8.085  -1.507  0.509
H  -7.112  -2.245  -1.654  0.358
H  2.504  2.302  -9.164  0.249
H  3.448  0.395  7.251  0.334
H  -2.295  -1.030  1.286  0.426
H  -1.836  6.723  -0.005  0.350
H  0.538  9.395  -0.830  0.308
H  0.113  5.064  2.563  0.347
H  -3.164  0.133  0.387  0.292
H  -1.141  -5.338  2.868  0.339
H  0.261  -4.412  2.443  0.218
H  3.611  -4.501  0.309  0.240
H  3.212  3.794  5.958  0.341
H  1.677  3.794  8.802  0.413
H  -3.721  -4.122  -5.510  0.341
H  -6.289  -0.780  -1.190  0.399
H  -2.789  0.374  2.202  0.356
H  3.953  -2.320  -5.502  0.433
H  1.621  1.742  -5.510  0.104
H  0.670  -1.591  7.055  0.360
H  1.970  -1.366  5.865  0.342
H  0.490  -8.498  2.005  0.367
H  -0.524  6.256  4.443  0.286
H  -2.816  -5.179  0.301  0.290
H  2.831  7.707  2.243  0.362
H  0.252  -5.331  3.950  0.305
H  -0.740  0.097  2.807  0.456
H  -0.011  -7.925  3.545  0.368
H  0.408  1.281  2.177  -0.120
H  -2.204  9.511  2.357  0.309
H  -1.339  -0.415  -6.219  0.446
H  0.650  5.944  1.106  0.427
H  0.170  4.053  8.217  0.380
H  -0.876  3.682  5.216  0.465
H  -2.127  -5.242  -3.400  0.388
H  1.163  6.574  4.743  0.229
H  3.343  -8.245  1.087  0.315
H  1.798  1.028  -2.206  0.232
H  -0.880  -7.203  -0.185  0.146
H  -0.610  1.200  -6.375  0.296
H  -2.277  -4.027  -2.240  -0.026
H  2.313  5.042  6.859  0.451
H  -1.312  2.397  7.412  0.297
H  -6.119  -6.205  -0.893  0.363
H  -1.427  8.166  -0.986  0.396
H  2.839  -7.739  2.740  0.231
H  -1.325  0.042  -8.680  0.385
H  2.730  2.924  -6.192  0.540
H  1.804  4.294  5.315  0.024
H  -0.139  -8.830  0.107  0.259
H  0.634  2.357  8.757  0.473
H  0.406  -0.485  1.629  0.055
H  0.046  1.073  -8.991  0.369
H  2.417  -0.583  8.381  0.394
H  4.732  -5.810  0.192  0.355
H  -2.867  7.995  2.054  0.329
H  -0.269  2.722  -2.827  0.276
H  3.880  2.568  -8.046  0.449
H  3.540  9.094  1.378  0.338
H  4.614  -4.833  1.722  0.317
H  -1.081  -7.766  2.035  0.325
H  1.584  -2.507  -4.570  0.416
H  2.279  9.390  -0.813  0.443
H  2.078  3.045  -0.720  0.577
H  1.908  -8.340  -2.040  0.498
H  2.126  -6.519  -1.994  0.258
H  -1.896  2.522  4.344  0.393
H  -1.213  3.795  -1.756  0.294
H  -3.885  -3.963  0.970  0.206
H  -0.139  7.276  -0.520  0.423
H  3.114  -7.649  -1.021  0.252
H  1.104  3.331  0.776  -0.130
H  2.526  1.209  8.441  0.296
H  1.453  10.579  0.214  0.292
H  3.328  1.423  -5.428  0.250
H  3.714  -0.871  -4.462  0.213
H  -5.215  -6.111  0.579  0.399
H  -2.896  -3.526  -0.381  -0.412
H  -4.176  -0.546  -1.492  0.548
H  3.751  1.119  -9.059  0.366
H  0.688  -2.191  -1.414  0.487
H  0.693  -0.132  -3.019  0.763
H  0.470  4.061  -2.061  0.376
H  -3.666  -1.222  -2.916  0.163
H  -2.411  1.350  6.388  0.392
H  -1.210  0.587  7.281  0.295
H  4.465  -0.819  -6.138  0.374
H  1.785  5.596  2.347  0.408
H  0.457  -2.090  -5.919  0.487
H  0.206  0.029  -5.452  -0.050
H  0.266  -0.811  5.548  0.239
H  4.477  -7.435  2.224  0.410
H  1.812  -3.132  -6.213  0.396
H  -1.996  -3.603  -4.036  0.365
H  -5.363  -3.944  -5.017  0.306
H  -4.577  -6.992  -0.831  0.282
H  -6.248  -2.162  -0.089  0.307
H  -0.136  2.831  3.929  0.082
H  -2.924  9.323  0.754  0.338
H  0.019  7.942  4.732  0.385

---

Entry 2:
ORCA calculation (ωB97M-V/def2-TZVPD) on a cluster of 18 separate species, C36H108O18 in total in a non-equilibrium geometry.

The energy relative to the best compared isomer or geometry (same formula, charge and spin) comes out at 4.489 eV. The electronic energy is -75930.6234 eV. Its net charge is 0. As for the HOMO energy: -9.84 eV.

Each line ends with the Mulliken charge.
CARTESIAN COORDINATES (ANGSTROEM)
O  -3.172  -0.529  2.852  -0.051
O  2.604  -2.173  -5.266  -0.483
O  0.179  -1.933  8.037  -0.527
O  0.465  -6.931  -0.632  -0.534
O  -6.050  5.901  1.447  -0.561
O  2.368  -3.496  1.536  -0.390
O  -5.189  1.235  3.632  -0.603
O  7.002  -0.043  0.848  -0.430
O  -5.424  -2.068  -2.273  -0.637
O  -2.263  -1.670  -6.444  -0.559
O  1.087  -1.764  -0.599  -0.527
O  -5.407  0.591  -3.708  -0.513
O  -0.305  1.337  2.854  -0.112
O  2.755  1.974  3.004  -0.043
O  -1.623  7.352  -1.753  -0.540
O  5.620  -4.358  -0.317  -0.398
O  -3.847  3.249  -2.847  -0.686
O  4.880  1.860  1.002  -0.444
C  -5.256  5.764  0.292  -0.482
C  -5.240  0.878  -6.087  -1.243
C  -5.826  1.476  2.365  -0.660
C  -1.105  2.450  2.838  0.148
C  -1.813  1.944  -3.079  -1.622
C  -4.998  1.274  1.077  -0.229
C  3.968  -1.810  2.460  -0.379
C  -0.615  -0.184  -0.447  -0.734
C  -1.245  -1.215  -5.550  0.351
C  -5.220  -0.088  -4.920  0.356
C  -3.912  5.230  0.655  -0.211
C  4.896  3.257  0.846  0.222
C  3.120  2.524  4.255  -0.220
C  3.033  -2.980  2.684  -0.484
C  -3.929  -3.383  -0.881  -0.788
C  6.779  -6.044  0.788  -1.225
C  -0.486  -1.935  6.884  0.063
C  3.583  -2.807  -4.435  -0.225
C  -2.817  2.703  -2.129  1.865
C  3.757  -1.885  -3.233  -0.659
C  -1.696  -5.912  -0.180  -0.828
C  7.760  -0.194  -0.378  -0.377
C  3.462  4.040  4.168  -1.127
C  6.448  -4.600  0.818  -0.220
C  -0.797  3.372  1.629  -0.536
C  -0.436  -0.062  -6.137  -1.096
C  -4.083  -2.203  -1.848  0.404
C  -0.160  5.429  -1.103  -0.141
C  -0.347  -6.405  0.381  -0.102
C  -1.595  -0.845  6.950  -0.913
C  -3.618  -1.768  2.394  0.084
C  7.144  -1.231  -1.315  -0.173
C  -2.437  -2.623  2.313  -0.687
C  -0.514  6.549  -2.182  -0.550
C  5.724  3.501  -0.438  -1.179
C  0.574  -0.753  0.219  0.191
H  -1.772  2.358  -4.086  0.539
H  -4.144  -1.758  1.439  -0.190
H  -1.170  -0.931  -1.013  0.190
H  -1.006  4.935  -0.625  -0.463
H  3.899  1.938  4.743  0.304
H  -5.696  5.079  -0.433  0.258
H  -2.283  3.579  -1.759  -0.768
H  7.359  -4.004  0.756  0.240
H  3.007  -1.940  -2.444  0.261
H  -6.093  2.533  2.371  0.379
H  8.788  -0.441  -0.117  0.358
H  7.134  -2.217  -0.849  -0.270
H  3.536  -3.877  3.045  0.328
H  6.038  -4.243  1.763  0.345
H  -0.545  -7.161  1.142  0.336
H  -3.450  5.819  1.447  0.519
H  3.198  -3.797  -4.191  0.226
H  -5.458  1.700  0.185  0.568
H  -4.240  -0.538  -4.759  -0.169
H  0.010  -1.750  5.931  0.031
H  -0.879  -2.948  6.955  0.293
H  -2.317  -5.293  0.467  0.208
H  -4.264  1.363  -6.094  0.248
H  -2.718  -3.654  2.097  0.251
H  4.802  -2.077  1.812  0.102
H  -3.788  -1.292  -1.326  -0.135
H  -5.710  -2.767  -2.865  0.312
H  2.215  -2.779  3.376  0.252
H  4.049  1.662  1.439  0.022
H  -2.200  -6.817  -0.521  0.316
H  4.400  -1.445  3.392  0.433
H  6.525  2.805  -0.685  0.120
H  -1.141  0.123  7.164  0.325
H  -0.126  -0.125  -7.180  0.466
H  3.878  3.645  0.813  0.147
H  -2.047  0.910  -3.332  0.246
H  3.375  -0.984  2.065  -0.110
H  -5.328  0.237  -6.964  0.396
H  5.375  3.693  1.722  0.200
H  -3.474  -2.420  -2.725  0.233
H  6.246  0.523  0.676  0.333
H  -1.521  -5.313  -1.073  0.279
H  0.142  -5.571  0.884  0.063
H  0.365  4.618  -1.608  0.288
H  -5.805  -0.967  -5.191  0.322
H  7.457  -6.109  1.639  0.378
H  0.529  0.107  -5.659  0.242
H  3.566  4.413  3.149  0.240
H  4.544  -2.259  -2.578  0.039
H  1.148  -7.476  -0.236  0.308
H  -1.782  -1.040  -4.618  -0.267
H  -6.143  1.489  -6.104  0.349
H  -3.974  1.634  1.175  -0.276
H  -2.432  6.845  -1.852  0.302
H  6.132  -0.927  -1.580  0.063
H  6.203  -4.441  -1.075  0.245
H  0.421  -1.073  1.250  0.192
H  -4.049  4.249  1.112  0.069
H  -1.176  4.394  1.604  0.396
H  -2.124  2.067  2.786  -0.442
H  -0.775  2.137  -2.807  0.545
H  0.315  7.105  -2.621  0.394
H  -1.903  -2.711  3.260  0.341
H  0.284  3.489  1.706  0.196
H  4.010  -0.848  -3.455  0.383
H  -4.313  -2.142  3.146  0.345
H  -5.527  -0.150  -3.109  0.276
H  1.988  1.421  3.166  -0.037
H  -1.040  2.822  0.720  -0.052
H  2.687  4.665  4.613  0.313
H  7.718  -1.305  -2.239  0.446
H  -2.112  -0.923  5.993  0.095
H  -0.607  -2.067  -5.316  0.342
H  -3.307  5.005  -0.223  -0.248
H  -1.005  3.025  3.758  0.398
H  -0.432  0.543  -1.239  0.422
H  -4.583  1.932  3.894  0.287
H  4.382  4.264  4.707  0.318
H  5.096  3.466  -1.327  0.296
H  -5.668  6.539  2.053  0.303
H  -1.739  -1.903  -7.214  0.304
H  -4.349  2.461  -3.065  0.341
H  1.618  -2.312  -0.017  0.178
H  -4.873  0.222  0.821  0.075
H  1.267  0.088  0.247  0.115
H  -0.960  0.636  2.835  -0.076
H  2.281  2.354  4.929  0.401
H  7.376  -6.288  -0.091  0.331
H  0.829  -2.637  7.990  0.316
H  6.249  4.453  -0.358  0.377
H  5.877  -6.654  0.744  0.306
H  -1.796  -2.274  1.504  -0.120
H  4.520  -2.843  -4.991  0.297
H  -4.662  -3.217  -0.092  0.366
H  -5.318  6.768  -0.129  0.347
H  3.023  -3.587  0.840  0.210
H  -4.093  -4.379  -1.293  0.534
H  -3.269  2.116  -1.330  -0.306
H  -0.839  6.021  -3.079  0.223
H  -6.699  0.843  2.204  0.362
H  -3.800  -0.064  3.409  0.068
H  -2.941  -3.470  -0.429  -0.261
H  2.045  -1.674  -4.666  0.206
H  0.504  5.901  -0.379  0.435
H  7.867  0.727  -0.952  0.223
H  -1.276  0.348  0.237  -0.186
H  -2.358  -1.062  7.697  0.340
H  -0.958  0.878  -5.957  0.202